# 1
{"formula": "C4H8O2", "method": "wB97M-V/def2-TZVPD", "species": ["O", "O", "C", "C", "C", "C", "H", "H", "H", "H", "H", "H", "H", "H"], "coordinates": [[-2.21764, 0.42336, -1.21153], [1.18264, 0.11676, -0.14653], [-0.75851, -0.44713, 1.92023], [-1.44906, -0.59685, 0.79053], [1.86454, 0.32885, -1.36246], [-1.61196, 0.52499, -0.16740], [1.18469, 0.30798, -2.22525], [-1.11940, 1.47306, 0.12626], [-0.58288, -1.27454, 2.60134], [2.66482, -0.40754, -1.51727], [0.72535, -0.73145, -0.19063], [-1.87974, -1.55112, 0.49467], [2.31246, 1.32241, -1.29668], [-0.31531, 0.51123, 2.18469]], "nbo_charge": [-0.53, -0.73, -0.30, -0.34, -0.25, 0.40, 0.17, 0.12, 0.21, 0.16, 0.47, 0.22, 0.18, 0.21], "smiles": "C=CC=O.CO", "largest_force_ev_per_a": 0.47, "multiplicity": 1, "e_lumo_ev": 0.37, "total_energy_ha": -307.63059}

---

# 2
{"formula": "C26H34N4O5", "method": "wB97M-V/def2-TZVPD", "species": ["O", "O", "O", "O", "O", "N", "N", "N", "N", "C", "C", "C", "C", "C", "C", "C", "C", "C", "C", "C", "C", "C", "C", "C", "C", "C", "C", "C", "C", "C", "C", "C", "C", "C", "C", "H", "H", "H", "H", "H", "H", "H", "H", "H", "H", "H", "H", "H", "H", "H", "H", "H", "H", "H", "H", "H", "H", "H", "H", "H", "H", "H", "H", "H", "H", "H", "H", "H", "H"], "coordinates": [[-4.96430, 0.11848, 1.25527], [3.72875, -2.78291, 2.18087], [-2.76822, -1.58056, -1.65164], [-1.34402, 0.80626, -0.67860], [-0.23058, 4.50930, 1.43009], [2.23748, 1.76063, -0.58243], [0.32708, 2.86574, -0.05137], [-0.50990, -1.62310, -1.83777], [-2.07253, -0.44915, 1.01979], [1.70694, 2.80885, 0.04451], [3.54960, 1.60582, -0.55378], [2.12218, -1.28247, 1.38750], [-2.00220, 3.26781, 0.38317], [0.78481, -2.17702, -3.82968], [-4.33262, -0.97724, 1.87896], [-2.39104, 1.98313, 1.12844], [-0.54862, 3.63707, 0.65128], [0.19452, -3.24911, 1.26620], [-1.52664, -1.65313, 0.39257], [1.85162, -1.08633, -4.04553], [-5.29453, -0.07926, -0.10797], [1.23983, 0.21544, -3.51442], [2.47915, 3.74832, 0.73114], [3.84814, 3.56741, 0.75272], [4.11615, -4.07372, 2.58565], [4.40516, 2.47571, 0.09882], [-0.45797, -1.46395, -3.27799], [1.46843, -3.57021, 1.70312], [2.44827, -2.58544, 1.76893], [-1.65958, -1.55834, -1.15498], [-0.13620, -1.95654, 0.88554], [0.85181, -0.97480, 0.95350], [-0.26328, 0.00531, -3.66634], [-1.90465, 0.73770, 0.41058], [-2.86200, -0.65992, 2.21229], [1.59218, 1.08481, -4.06748], [-4.86175, -1.18424, 2.81733], [-4.38993, -1.86480, 1.24054], [3.53409, -4.41683, 3.44706], [-2.18811, -2.48382, 0.66543], [5.16369, -3.99088, 2.87049], [-0.56881, 0.15024, -4.70306], [2.07107, -0.98705, -5.10907], [-6.09251, -0.82312, -0.20865], [-1.96699, 2.01158, 2.13539], [-4.43370, -0.39890, -0.70146], [-0.07859, 2.11963, -0.62161], [-2.83094, 0.22794, 2.84264], [3.92359, 0.73675, -1.08038], [-2.16375, 3.13191, -0.68686], [4.02005, -4.79730, 1.76969], [-1.39497, -1.87088, -3.66488], [-5.65396, 0.88110, -0.47237], [-2.42847, -1.49370, 2.77143], [-0.55321, -4.02817, 1.21949], [0.34488, -1.41049, -1.34459], [5.47037, 2.30737, 0.09712], [2.88589, -0.52273, 1.43596], [2.00492, 4.57780, 1.22687], [2.78473, -1.32807, -3.53802], [1.12043, -2.94071, -3.12827], [-2.62144, 4.09020, 0.74169], [1.49079, 0.36700, -2.46414], [4.47830, 4.27338, 1.27395], [-0.85148, 0.65838, -3.02671], [1.68072, -4.58790, 1.99002], [0.54550, -2.67328, -4.76916], [-3.47740, 1.92212, 1.21721], [0.63552, 0.03874, 0.65627]], "nbo_charge": [-0.56, -0.49, -0.66, -0.69, -0.61, -0.48, -0.64, -0.62, -0.43, 0.38, 0.05, -0.26, -0.49, -0.42, -0.07, -0.51, 0.69, -0.18, -0.14, -0.41, -0.27, -0.42, -0.28, -0.15, -0.25, -0.29, -0.06, -0.30, 0.31, 0.73, -0.10, -0.15, -0.41, 0.73, -0.23, 0.21, 0.19, 0.18, 0.18, 0.23, 0.20, 0.20, 0.20, 0.17, 0.23, 0.21, 0.45, 0.22, 0.19, 0.24, 0.18, 0.23, 0.19, 0.21, 0.21, 0.41, 0.22, 0.23, 0.26, 0.20, 0.21, 0.24, 0.22, 0.22, 0.23, 0.22, 0.21, 0.27, 0.22], "smiles": "COCCN(C(=O)CCC(=O)Nc1ccccn1)[C@@H](C(=O)NC1CCCC1)c1ccc(OC)cc1", "largest_force_ev_per_a": 0.68, "multiplicity": 1, "e_lumo_ev": 0.62, "total_energy_ha": -1606.43357}

---

The evaluated energy relative to the best compared isomer or geometry (same formula, charge and spin) for the records listed, in turn: 51.4 31.7 kcal/mol.
The evaluated highest occupied orbital energy for the records listed, in turn: -0.3641 -0.3161 Eh.